Record 1
C31H32As2N3O3Pd as an isolated structure, computed with ωB97M-V with the def2-TZVPD basis set.

Last column: Mulliken spin population.
Element x y z (Å)
H -1.555 3.569 -2.947  0.000
H -3.214 1.814 -2.621  0.001
C -3.735 -2.915 -3.186  -0.008
C 1.721 1.126 1.030  0.101
H 7.353 -3.707 -1.168  0.000
C -2.754 2.173 -1.699  0.011
C 6.473 -3.078 -1.185  0.000
H 2.022 -1.109 -3.463  0.000
C -1.993 -3.220 -1.564  0.019
H 5.158 -4.628 -0.496  0.000
C 1.879 -1.069 2.737  0.014
H -1.727 4.058 -1.269  0.001
H 1.972 -6.888 0.319  0.000
H 1.203 -5.120 -1.196  0.000
N -0.684 1.208 -1.017  0.127
H -3.461 -0.162 1.091  -0.001
C 1.498 1.281 2.391  0.004
C 1.401 -6.058 0.712  0.000
H 1.267 2.261 2.784  0.002
C 5.441 -0.950 -1.592  -0.001
As -0.367 -2.578 -0.794  0.205
H 2.384 -2.210 1.006  0.010
As 2.775 -0.130 -1.379  0.001
C -0.352 2.471 -1.531  -0.001
H -3.555 2.511 -1.044  0.000
C -0.082 -3.925 1.718  0.028
O -2.502 -0.002 -0.574  0.087
H 1.940 -1.928 3.392  0.001
H -2.119 -1.539 -2.912  0.002
N -3.593 -0.122 2.097  0.001
H -4.182 -2.337 -3.983  0.000
Pd -0.259 -0.410 0.354  1.242
C 1.587 0.186 3.244  0.049
C -1.638 3.194 -1.929  0.013
C -3.756 -4.833 -1.731  -0.007
H 7.529 -1.344 -1.873  0.000
O 0.762 2.913 -1.608  0.003
H -3.604 -0.087 4.651  0.000
C -2.005 1.037 -1.067  -0.002
C 4.194 -1.453 -1.223  0.004
C 2.044 -0.141 0.481  -0.092
H 0.085 -4.913 3.613  0.000
H 1.702 1.991 0.375  0.009
C -2.569 -2.471 -2.586  0.012
C -4.331 -4.094 -2.754  0.016
H -4.518 -0.033 2.478  0.000
C -2.581 -4.399 -1.129  0.018
H -0.642 -3.088 2.124  -0.021
C 1.085 -6.003 2.062  0.002
H 5.535 0.087 -1.894  0.000
H 3.169 -3.239 -0.538  -0.004
C 2.103 -1.231 1.373  0.082
C 0.242 -3.977 0.365  0.029
H 0.663 -0.358 -2.657  0.000
C 1.471 -1.081 -2.516  -0.015
C 4.110 -2.793 -0.833  -0.001
C 0.922 -2.474 -2.250  0.032
H -1.920 -0.450 4.806  0.000
H 1.713 -3.188 -2.036  0.003
H 1.427 0.319 4.306  -0.001
C 6.574 -1.756 -1.578  0.000
C 5.240 -3.595 -0.810  0.001
H 1.416 -6.791 2.723  0.000
H -2.137 -4.987 -0.335  0.001
C 0.973 -5.048 -0.140  0.005
C 0.339 -4.944 2.561  0.002
O -1.385 -0.567 2.446  0.009
H -5.245 -4.436 -3.219  0.001
C -2.528 -0.340 2.884  0.002
N -2.726 -0.315 4.224  0.001
H -4.219 -5.752 -1.400  0.000
H 0.387 -2.846 -3.130  0.002

Computed properties:
Charge: +1
Gap between HOMO and LUMO (alpha / beta) (eV): 9.056 / 6.683
LUMO level (alpha / beta) (eV): -1.87 / -4.57
DFT total energy (eV): -168431.296
Multiplicity: 3
Expectation value of S²: 2.009

Record 2
C31H32B2ClF4N7O8Sr as an isolated structure, computed with ωB97M-V with the def2-TZVPD basis set.

Last column: Mulliken charge in e.
Element x y z (Å)
H -3.432 -3.585 -3.431  0.409
O 1.734 -0.843 -2.999  -0.661
O 1.103 -3.581 -4.010  -0.538
B -0.603 3.873 0.307  0.933
N -0.090 2.043 1.810  0.535
C -1.165 -4.562 -2.375  -1.551
H 0.522 -1.942 -5.837  0.456
N 2.540 0.473 1.545  -1.749
C -3.205 1.777 -2.179  -1.657
C 1.958 2.434 -1.425  0.999
C 2.493 2.035 -0.118  0.622
H -1.091 0.683 5.571  0.366
H -0.568 3.085 4.800  0.428
C 0.259 2.878 4.127  -1.781
C 1.672 -1.882 4.130  0.043
C 1.835 3.920 -3.304  -0.690
H 2.126 4.833 -3.804  0.424
C 1.699 -3.235 -2.768  -0.687
H 1.406 -3.918 -1.965  0.242
C 0.529 1.934 -3.137  -0.463
H -0.408 -5.316 -2.581  0.390
C -2.557 -3.216 -3.947  -0.939
C -2.714 -2.360 -5.022  0.510
C 2.182 -0.699 3.587  0.323
H 3.522 0.935 3.862  0.413
N -2.040 -0.672 0.375  0.133
C -3.760 -1.055 -1.322  -1.810
H -3.794 1.071 -2.751  0.467
C 3.536 -0.385 5.554  -0.736
H -3.786 -2.046 -0.872  0.414
N -1.555 1.753 -0.379  -0.302
C 1.322 -1.796 -2.351  0.180
F -1.598 4.474 1.059  -0.353
C 2.378 3.597 -2.072  -0.906
H 0.551 3.801 3.632  0.407
C -0.132 1.879 3.083  0.388
H -1.746 -1.215 -6.553  0.471
H -4.746 -0.599 -1.235  0.455
C -1.295 -3.626 -3.534  1.268
O 0.556 -1.709 -1.351  -1.781
H -0.195 1.231 -3.534  0.816
F -2.061 -3.600 2.360  -0.289
N -0.511 -0.457 2.780  0.825
N 1.012 1.651 -1.947  0.128
H 2.811 3.858 0.890  0.371
H -2.499 2.283 -2.836  0.325
O 0.324 3.219 1.309  -0.503
C -1.617 -1.885 -5.718  -0.808
H 0.981 -2.494 3.570  0.506
H 4.221 3.263 0.000  0.539
C 0.916 3.051 -3.867  -1.105
C -2.719 -0.238 -0.625  0.655
Cl -4.312 -1.885 -5.507  -0.237
H -2.378 1.352 4.573  0.445
H 1.693 -3.211 5.800  0.458
H -3.501 -1.146 -2.377  0.201
H 4.264 0.192 6.100  0.431
C -2.445 1.135 -1.060  0.606
N 2.103 0.901 0.346  0.680
O -1.118 -1.576 3.009  -0.562
H 0.494 3.239 -4.842  0.456
H -2.158 -0.409 4.670  0.498
C -0.715 0.610 3.487  0.332
F 0.171 4.805 -0.332  -0.362
H -2.111 -5.060 -2.174  0.462
H 3.101 4.247 -1.614  0.491
H -0.870 -4.007 -1.483  0.036
C -1.647 0.549 4.644  -2.059
Sr 0.070 0.090 -0.428  4.626
H 3.323 -1.871 7.083  0.416
O -1.233 3.023 -0.733  -0.663
H 1.098 2.493 4.706  0.352
C -0.358 -2.291 -5.319  -0.330
C 1.760 -0.210 2.276  -0.161
C -0.181 -3.156 -4.244  0.277
C 3.006 -1.545 6.103  -0.492
H -3.856 2.547 -1.763  0.307
C 3.128 0.035 4.305  -0.716
O 0.468 -0.491 1.835  0.604
C 2.087 -2.294 5.384  -0.882
H 2.773 -3.300 -2.951  0.384
C 3.384 2.968 0.628  -1.992
H 3.758 2.492 1.532  0.270
O -2.384 -1.910 0.865  -0.576
B -1.467 -2.546 1.763  0.851
F -0.249 -2.887 1.218  -0.279

Computed properties:
Charge: 0
Gap between HOMO and LUMO (eV): 7.207
LUMO level (eV): -1.11
DFT total energy (eV): -85061.725

Record 3
C31H32ClF6N3O7S5Tc as an isolated structure, computed with ωB97M-V with the def2-TZVPD basis set.

Last column: Mulliken spin population.
Element x y z (Å)
C 8.798 -13.636 -23.037  -0.051
C 2.892 -18.419 -19.110  -0.003
H 2.925 -17.671 -12.010  0.000
C 1.937 -17.234 -12.358  0.000
H 3.794 -17.987 -19.528  0.005
H 1.698 -20.499 -20.348  0.000
H -1.416 -15.550 -13.400  0.000
S 8.077 -15.308 -15.861  0.009
F 10.386 -16.446 -15.995  0.000
H 5.955 -13.063 -23.882  0.011
H 9.783 -13.064 -18.823  -0.001
H -1.092 -18.230 -22.699  0.000
C 9.667 -14.530 -22.444  0.183
C -0.424 -16.718 -11.921  0.000
F 9.121 -11.952 -16.753  -0.001
N 8.667 -14.244 -14.914  0.001
C 1.839 -16.481 -13.487  0.001
H 1.213 -14.152 -15.100  0.004
H 10.058 -9.571 -20.726  0.015
H 10.587 -12.858 -20.465  0.019
C 5.235 -12.850 -20.482  -0.012
N 2.540 -17.605 -17.968  0.055
C 8.841 -11.570 -15.472  0.000
C 1.406 -18.132 -17.174  -0.004
C 6.616 -12.441 -23.278  -0.006
O 7.618 -12.567 -13.362  0.000
C 9.187 -16.725 -15.591  0.001
F 8.579 -17.712 -16.284  0.000
S 3.559 -14.426 -15.845  -0.084
C 1.299 -19.554 -20.684  0.000
C 4.528 -13.273 -19.182  0.033
H 2.760 -16.374 -14.050  -0.010
O 6.641 -12.926 -15.609  -0.007
O 7.985 -14.879 -17.242  0.005
H 6.029 -11.815 -22.625  0.001
C 0.679 -15.825 -13.884  0.016
C 3.249 -16.577 -17.541  0.027
H 0.048 -20.398 -22.203  0.000
O 6.092 -14.071 -20.620  0.083
S 8.749 -11.435 -20.074  0.287
H 10.869 -11.717 -19.093  0.014
C 10.167 -12.386 -19.575  -0.014
H 1.544 -16.234 -19.943  0.001
H 0.735 -17.923 -10.626  0.000
C -0.283 -18.279 -21.999  0.000
F 8.119 -10.461 -15.497  0.000
C 9.358 -15.274 -21.289  0.015
C 1.743 -18.399 -20.059  0.000
C 0.754 -17.358 -11.549  0.001
N 1.369 -15.850 -16.183  0.072
H -0.170 -16.624 -17.436  0.002
H 10.145 -15.921 -20.934  -0.003
C 1.207 -17.165 -20.453  0.001
H -1.281 -16.750 -11.311  0.000
S 7.819 -12.913 -14.697  0.000
Tc 5.642 -14.487 -16.774  1.851
H 4.587 -12.729 -21.332  0.002
C 0.319 -19.483 -21.689  0.001
F 9.179 -16.952 -14.281  0.000
C 2.640 -15.676 -16.508  0.020
H -0.391 -14.841 -15.523  0.001
H 5.862 -11.995 -20.285  0.004
H 8.537 -9.621 -21.543  -0.001
C 0.643 -15.054 -15.181  -0.012
C 9.392 -10.249 -21.267  -0.011
H 1.878 -18.627 -16.341  0.003
C 7.560 -13.334 -22.525  0.117
C 0.168 -17.110 -21.363  -0.001
S 4.787 -16.273 -18.040  -0.076
O 3.350 -13.595 -19.196  0.028
H -0.318 -16.205 -21.626  0.000
H 7.831 -15.520 -19.826  -0.007
F 9.970 -11.407 -14.834  0.000
C 7.260 -14.029 -21.295  0.248
H 0.828 -18.888 -17.690  0.000
H 3.069 -19.453 -18.753  0.001
Cl 11.213 -14.637 -23.120  0.062
H 9.853 -10.780 -22.108  0.006
C -0.467 -15.991 -13.127  0.000
H 7.228 -11.846 -23.921  0.003
O 5.308 -13.189 -18.126  0.065
O 6.743 -15.758 -15.479  0.013
H 9.183 -13.154 -23.948  0.002
C 8.139 -15.008 -20.753  0.019
H -0.010 -17.313 -15.854  0.001
C 0.560 -16.988 -16.699  -0.003

Computed properties:
Charge: +2
Gap between HOMO and LUMO (alpha / beta) (eV): 6.932 / 4.987
LUMO level (alpha / beta) (eV): -6.53 / -8.38
DFT total energy (eV): -136654.923
Multiplicity: 4
Expectation value of S²: 3.791

In order of appearance, F_max = 0.7; 3.3; 2.5 eV/Å.
In order of appearance, energy relative to the best compared isomer or geometry (same formula, charge and spin) = 22.71; 90.50; 18.01 kcal per mole.